{"formula": "C35H39ClCsGe2NO6S3", "method": "ωB97M-V/def2-TZVPD", "symbols": ["H", "O", "Cs", "H", "C", "Ge", "C", "C", "H", "H", "C", "C", "C", "O", "C", "H", "C", "H", "C", "C", "C", "C", "H", "C", "H", "C", "O", "H", "H", "H", "C", "H", "H", "N", "C", "C", "C", "Ge", "H", "H", "O", "H", "H", "H", "H", "H", "H", "S", "H", "C", "H", "Cl", "C", "C", "C", "C", "H", "H", "H", "H", "H", "C", "C", "O", "C", "H", "H", "S", "H", "H", "H", "H", "C", "C", "C", "H", "S", "C", "C", "H", "C", "C", "H", "C", "H", "C", "O", "H"], "positions_angstrom": [[1.6020, 6.7827, -1.7310], [2.8718, 2.0756, 1.4881], [1.6263, -0.5672, 1.3910], [-1.4853, -1.0118, 5.7385], [4.7634, -2.0812, -0.3733], [-2.5208, 1.2825, -3.6410], [-1.0193, 0.0458, -4.1134], [-4.8419, 4.1114, -1.4013], [2.0747, -4.5617, 3.5197], [3.3150, -3.6744, 2.4216], [-0.5965, -0.1781, 4.3154], [-5.7434, 4.9098, 0.6984], [6.8307, -2.6597, -1.2711], [2.7764, 4.0651, 2.4215], [-1.1264, 3.3779, 3.6799], [-2.2198, 5.2225, -2.9742], [-2.5407, 2.6636, -4.9335], [-4.8427, 4.2018, -2.4850], [-1.0551, 3.8736, -1.7319], [0.2254, 3.7108, -1.1276], [-4.3395, 0.5428, -3.6555], [4.3043, -1.8447, -1.7079], [-6.7900, 5.1627, -1.1788], [-1.2966, 5.0648, -2.4242], [7.8028, -3.1113, -1.2019], [-0.2693, -7.5708, 1.3430], [4.0380, -1.8554, 0.6255], [-3.5416, 2.6875, -5.3338], [-4.6500, 4.4103, 2.4536], [6.3955, -2.6447, 0.7977], [0.9736, 2.6895, 2.8696], [-1.8482, 4.1255, 3.9450], [-0.2352, -7.3654, 0.2082], [0.6009, 1.4341, 3.0657], [0.0972, 3.7407, 3.1260], [-4.7795, 4.2569, 1.3449], [1.1120, -7.5734, 1.9458], [-2.3033, 2.2711, -1.3556], [1.1408, -7.2913, 3.0046], [-2.5021, 3.6472, -4.4599], [-1.6310, -0.2493, 5.2180], [-0.3676, -3.0203, 1.8598], [2.7595, -1.6339, -3.1979], [-6.2883, 5.6650, 1.2768], [4.7575, -1.7994, -3.8417], [-0.9146, -5.0068, 0.2192], [-4.9531, 1.1733, -2.9701], [-1.5646, -6.4485, 1.9873], [0.2801, 4.8184, 2.9089], [-1.3078, -4.8353, 1.2776], [-0.7248, -8.5339, 1.4870], [7.6115, -2.5129, -3.8263], [-1.5079, 2.1092, 3.9838], [2.6128, -4.5130, 2.5774], [2.9224, -1.6485, -2.0573], [-0.3070, 6.0644, -2.4634], [-4.7925, 0.5089, -4.6094], [-0.4748, -0.2208, -3.1786], [3.5535, -6.4443, 3.2624], [-0.4604, 0.5598, -4.8892], [-0.5464, 6.9349, -3.0588], [3.3668, -5.8339, 2.3455], [-0.2302, -4.1172, 2.0382], [1.8909, -1.5636, -1.3519], [-3.8125, 3.4745, -0.6865], [-0.2532, -4.3779, 3.0980], [2.0986, 4.5597, -0.7709], [1.4267, -4.3441, 1.1968], [-1.8620, 2.6418, -5.7504], [-3.2200, 2.8134, 1.2510], [-2.4303, 1.9290, 4.5116], [4.3496, -5.6340, 1.8549], [-3.8817, 3.4112, 0.6809], [6.0738, -2.6256, -0.1922], [-0.5159, 1.1723, 3.6921], [-2.2766, -4.3351, 1.1249], [2.3064, -6.6030, 0.9974], [1.1208, 4.7310, -1.1382], [6.4143, -2.2653, -2.6019], [-4.4400, -0.4519, -3.3169], [2.3279, 2.9170, 2.2320], [5.1558, -1.8803, -2.8223], [-1.4531, -0.8629, -4.4888], [0.8581, 5.9291, -1.7657], [0.4425, 2.8474, -0.5198], [-5.8467, 4.7988, -0.7571], [0.1497, -1.0815, 3.9976], [1.5800, -8.5810, 1.8737]], "atomic_forces_ev_per_a": [[-0.88, -1.25, -0.13], [-0.95, -1.10, 0.34], [0.58, -0.70, -0.76], [0.10, -1.67, 0.87], [-1.20, 0.23, 0.93], [0.40, -1.40, 0.67], [-0.77, 0.40, 1.43], [-0.31, 0.85, -0.54], [0.05, 0.58, 0.07], [-0.45, -0.15, 0.76], [-0.09, -0.55, -1.28], [-1.19, 1.59, -2.38], [1.58, -0.55, -2.34], [-0.42, 0.33, 0.70], [-0.49, 1.72, -0.29], [-0.01, 0.03, 0.16], [-1.08, 1.81, 0.21], [0.14, -0.54, -0.02], [0.71, -1.16, 0.78], [-1.89, 0.12, -0.12], [-0.11, 0.96, 1.17], [-1.18, 0.37, -0.54], [0.80, 0.16, -0.44], [0.49, -0.48, 0.12], [0.62, 0.22, -0.02], [-0.47, 1.21, -1.90], [-0.04, -0.19, 0.25], [-0.50, -0.27, -0.45], [-0.27, -0.30, -1.19], [0.70, -0.79, 1.47], [-0.09, 0.11, -1.15], [-0.14, 0.70, -0.15], [0.11, -0.50, 1.59], [0.62, 0.28, 1.04], [-0.64, 0.52, 0.27], [1.64, -0.93, 2.57], [1.12, -0.64, 0.23], [0.06, 2.40, -1.16], [-0.22, 0.11, -0.23], [0.50, -0.03, -0.02], [0.90, 1.07, -1.22], [-0.33, -0.70, 0.85], [0.21, 0.10, 1.05], [-0.41, -0.50, -0.51], [0.17, 0.34, 0.47], [-0.59, 0.24, 1.06], [0.29, -0.35, -0.58], [-0.61, -1.04, 0.48], [0.35, -1.26, 0.24], [1.13, -0.94, -2.19], [-0.23, -0.47, -0.03], [0.19, 0.08, -0.67], [1.23, -0.60, 0.03], [0.06, 0.35, -0.72], [-1.92, 0.10, 0.03], [-1.61, -0.12, -0.37], [-0.41, 0.43, -1.28], [0.09, 0.34, -0.95], [-0.45, 0.29, -0.90], [0.41, -0.17, 0.22], [0.20, 0.27, 0.12], [-0.16, -0.42, -1.55], [0.58, 2.75, -0.77], [1.69, -0.10, -1.07], [0.13, -2.08, -0.48], [0.30, 0.24, -0.16], [0.75, -0.05, 0.87], [-2.32, 3.51, 1.67], [0.81, -0.22, -0.50], [0.75, -0.44, 0.47], [0.06, -0.34, -0.07], [-0.76, -0.29, 0.36], [-0.73, 1.25, -0.10], [-1.81, 1.52, -0.80], [-1.60, -0.33, 1.22], [0.36, -0.07, 0.60], [3.70, -4.34, 0.44], [1.00, 0.34, -0.28], [1.52, -0.92, 1.63], [0.23, -1.22, 0.77], [1.48, 1.74, -1.15], [-0.52, -0.64, -0.49], [-0.13, -0.46, -0.36], [1.24, 1.46, -0.22], [0.18, -0.39, -0.18], [-0.36, -0.13, 2.89], [-1.01, 0.28, 1.33], [-0.83, 0.39, 0.26]], "lowdin_charge": [0.12, -0.15, 1.23, 0.10, -0.40, 0.68, -0.23, -0.13, 0.08, 0.06, -0.43, -0.11, -0.12, -0.04, -0.08, 0.08, -0.26, 0.09, -0.34, -0.13, -0.27, -0.15, 0.10, -0.13, 0.09, -0.55, -0.21, 0.01, 0.12, 0.10, -0.18, 0.10, 0.10, 0.02, 0.04, -0.13, -0.54, 1.01, 0.08, 0.00, 0.11, 0.03, 0.12, 0.10, 0.12, 0.09, 0.02, 0.84, 0.14, -0.59, 0.05, 0.61, -0.01, -0.48, -0.24, -0.11, 0.00, 0.02, 0.09, 0.01, 0.09, -0.44, -0.52, -0.19, -0.36, 0.07, 0.10, 0.73, 0.02, 0.06, 0.12, 0.08, -0.16, -0.02, -0.24, 0.08, 0.70, -0.10, -0.69, -0.01, -0.71, -0.10, 0.00, -0.10, 0.08, -0.07, 0.01, 0.06], "lumo_ev": [1.650, 0.310], "spin_multiplicity": 2, "e_above_lowest_kcal_mol": 88.38, "s_squared": 0.753, "total_charge": -1}

=====

{"formula": "C35H39ClN2O2", "method": "ωB97M-V/def2-TZVPD", "symbols": ["C", "H", "N", "H", "C", "C", "H", "C", "H", "C", "C", "H", "C", "H", "C", "C", "C", "C", "H", "H", "C", "C", "O", "H", "H", "H", "C", "H", "H", "C", "C", "H", "H", "C", "C", "H", "H", "C", "H", "C", "C", "C", "H", "Cl", "H", "C", "C", "H", "C", "C", "H", "C", "C", "H", "H", "H", "C", "H", "H", "N", "C", "C", "H", "H", "H", "C", "H", "H", "H", "O", "C", "H", "H", "C", "H", "C", "H", "H", "H"], "positions_angstrom": [[-1.4140, 0.3088, -3.9131], [1.9330, -0.0991, -3.3213], [3.8886, -1.8013, 5.1758], [-2.0857, 0.4968, -4.7484], [2.7567, 3.8192, -0.9609], [1.1357, 0.8049, 3.3656], [0.8973, -0.2499, 0.3310], [3.4602, -4.2867, 0.8967], [5.0810, -2.0252, 2.6381], [0.0113, 7.1349, -0.6417], [0.3572, 2.6435, 1.7806], [0.2397, -1.7710, 6.3800], [0.7588, -0.0325, 4.4698], [3.5603, 5.0762, -2.5241], [1.3582, 2.6762, 0.7673], [-0.5465, 7.4571, 0.7313], [1.3095, -1.5433, 6.4010], [3.5833, -2.6452, 6.3037], [6.5832, -1.2949, 3.2092], [4.1566, -5.0817, 0.5931], [1.6809, -0.7840, 5.1647], [-1.8849, 0.2552, -2.5912], [2.6924, -2.0845, 0.2244], [1.9407, -3.3001, 7.5001], [1.2050, 5.5586, -2.6204], [3.7231, 5.7537, -0.9018], [-0.2114, 4.9675, 1.1963], [-0.8776, 1.3741, 2.9826], [-1.3304, 0.1146, -0.4877], [5.2720, -1.8946, 4.7713], [-0.0283, 0.2006, -4.1546], [-2.9594, 0.3308, -2.3877], [0.2124, 8.0090, 1.2979], [-0.4709, 3.8018, 1.8933], [3.0530, 5.1939, -1.5654], [-1.4037, 8.1213, 0.6040], [5.5421, -2.9548, 4.8131], [1.7906, 6.0002, -1.7950], [4.2883, -3.0739, -0.6885], [4.8845, 0.0381, 3.2471], [0.4005, -0.1143, -1.7511], [2.4027, -1.2885, -0.8645], [-0.8176, 6.4472, 2.5937], [0.5688, 0.4506, -5.7392], [0.5232, 8.0121, -1.0496], [1.2457, -0.4410, -0.6732], [-0.9975, 0.1149, -1.5320], [2.5580, 3.0914, -1.7647], [3.3145, -3.3020, -0.2333], [2.0941, -2.8446, 6.5199], [4.9669, 0.3837, 2.2133], [-0.9640, 6.2188, 1.5280], [0.8077, 4.9749, 0.1967], [5.9215, -1.3858, 5.5033], [1.8976, 1.7519, 0.5461], [2.6665, -3.7541, -1.0063], [5.5084, -1.3432, 3.3834], [1.7291, -3.5563, 5.7697], [2.8819, 1.6253, 2.3612], [0.9889, 6.0742, -0.5927], [2.5321, 0.8890, 3.0823], [3.4499, 0.0370, 3.6649], [4.0487, -3.6152, 6.0991], [2.4907, -4.7646, 1.1053], [4.0729, -2.2639, 7.2170], [0.8669, -0.0191, -3.1101], [5.4435, 0.7504, 3.8739], [-2.0418, 6.0323, 1.4072], [2.0310, 7.0293, -2.0813], [3.0672, -1.3696, -1.9020], [3.0233, -0.8776, 4.6734], [3.6644, 3.4620, -0.4540], [-1.3073, 3.7775, 2.5961], [1.6131, 3.8096, 0.0076], [-0.2996, -0.0849, 4.7550], [0.1512, 1.5364, 2.6632], [-0.7984, 6.8807, -1.3486], [1.4988, -0.9149, 7.2880], [3.8291, -3.8320, 1.8233]], "atomic_forces_ev_per_a": [[0.26, 0.05, -0.17], [-0.41, -0.03, 0.14], [-0.55, 0.66, -0.13], [0.09, -0.14, 0.20], [0.28, -0.38, -0.63], [-0.28, -0.11, -0.18], [-0.29, -0.54, 0.21], [-0.29, -0.42, 0.29], [0.01, 0.16, 0.09], [-0.36, 0.06, 0.09], [-0.19, 0.15, -1.06], [0.09, 0.12, 0.11], [0.24, -0.24, -0.30], [0.10, -0.01, 0.09], [0.14, 0.33, 0.38], [0.11, 0.14, 0.09], [-0.10, -0.12, 0.32], [-0.18, -0.35, 0.52], [-0.01, -0.01, -0.07], [-0.15, 0.19, 0.12], [-0.27, 0.19, -0.44], [0.37, 0.19, -0.05], [0.49, -0.85, -0.01], [-0.02, 0.00, -0.07], [0.05, 0.04, 0.14], [-0.13, -0.01, -0.08], [0.40, -0.61, -0.05], [0.09, 0.11, 0.18], [-0.11, -0.12, -0.42], [0.54, 0.03, -0.13], [-0.93, 0.02, 2.00], [0.42, 0.07, -0.15], [-0.06, -0.08, -0.13], [0.24, -0.37, -0.08], [0.12, 0.05, 0.10], [0.09, 0.04, 0.10], [0.03, 0.10, -0.07], [0.16, -0.33, -0.21], [-0.31, -0.02, 0.07], [0.48, 0.31, -0.05], [-0.60, 0.63, -1.32], [-1.02, 1.71, -0.79], [-0.11, -0.13, -0.21], [0.26, 0.00, -0.78], [-0.17, -0.04, 0.05], [1.46, -0.59, 0.50], [0.52, -0.15, -0.08], [-0.01, 0.15, 0.22], [0.13, 0.15, -0.19], [-0.08, -0.20, -0.19], [-0.02, 0.00, 0.12], [-0.66, 0.28, 0.21], [-0.04, -0.50, 0.08], [-0.19, 0.01, -0.05], [-0.01, 0.32, -0.04], [0.39, 0.27, 0.13], [-0.08, -0.11, -0.19], [0.00, 0.12, 0.08], [-0.03, -0.27, 0.14], [0.16, 0.08, 0.16], [0.23, -0.49, 0.14], [-0.73, 0.29, -0.31], [-0.07, 0.05, 0.11], [0.29, 0.17, 0.13], [-0.13, 0.11, -0.21], [-0.32, 0.03, 0.03], [-0.04, -0.11, -0.12], [0.22, 0.04, -0.03], [0.04, -0.19, -0.03], [-0.16, -0.42, 0.66], [0.11, -0.05, 0.07], [-0.24, -0.01, -0.11], [0.25, 0.11, -0.06], [-0.52, -0.01, 0.65], [0.44, 0.08, -0.04], [0.60, 0.58, 0.77], [0.09, -0.04, 0.15], [-0.06, -0.14, -0.23], [0.00, 0.00, -0.17]], "lowdin_charge": [-0.16, 0.09, -0.05, 0.08, -0.13, -0.19, 0.06, -0.09, 0.11, -0.17, -0.19, 0.12, 0.04, 0.12, 0.02, -0.16, -0.14, -0.16, 0.12, 0.08, -0.14, -0.12, -0.06, 0.12, 0.14, 0.12, -0.14, 0.13, 0.09, -0.16, -0.72, 0.09, 0.12, 0.03, -0.16, 0.11, 0.13, -0.16, 0.12, -0.13, -0.24, -0.52, 0.12, 0.65, 0.12, -0.06, -0.07, 0.13, -0.26, -0.16, 0.13, -0.14, -0.08, 0.14, 0.10, 0.13, -0.15, 0.13, 0.12, -0.08, 0.06, -0.12, 0.12, 0.08, 0.14, -0.07, 0.13, 0.12, 0.12, 0.01, -0.06, 0.12, 0.13, -0.12, 0.13, 0.08, 0.14, 0.13, 0.05], "lumo_ev": -1.919, "e_above_lowest_kcal_mol": 36.13}